Record 1
Formula: C4H8O2
Source: the Open Molecules 2025 dataset
Level of theory: wB97M-V/def2-TZVPD

```
! RIJCOSX wB97M-V def2-TZVPD def2/J DEFGRID3
* xyz 0 1
C -1.67 -0.17 -0.88
C -0.71 -0.86 0.08
O -0.23 -0.01 1.11
C 0.76 0.87 0.64
C 2.10 0.19 0.45
O 3.04 0.73 -0.08
H -1.43 0.90 -0.99
H -2.70 -0.23 -0.53
H -1.61 -0.61 -1.88
H -1.21 -1.68 0.62
H 0.14 -1.30 -0.46
H 0.88 1.66 1.39
H 0.49 1.36 -0.31
H 2.15 -0.85 0.85
*
```

**E_HOMO**: -9.716 eV
**Maximum force**: 0.42 eV Å⁻¹


Record 2
Formula: C4H8O2
Source: the Open Molecules 2025 dataset
Level of theory: wB97M-V/def2-TZVPD

```
! RIJCOSX wB97M-V def2-TZVPD def2/J DEFGRID3
* xyz 0 1
C -0.16 1.38 0.04
C -0.22 -0.12 -0.06
C -1.56 -0.70 0.37
O 0.83 -0.88 0.51
C 2.03 -0.71 -0.05
O 2.34 0.13 -0.85
H -1.11 1.79 -0.34
H -0.02 1.72 1.07
H 0.66 1.71 -0.59
H -0.13 -0.35 -1.27
H -1.57 -1.69 0.83
H -1.45 -0.78 -0.76
H -2.34 -0.02 0.74
H 2.70 -1.48 0.35
*
```

**E_HOMO**: -9.936 eV
**Maximum force**: 4.36 eV Å⁻¹


Record 3
Formula: C4H8O2
Source: the Open Molecules 2025 dataset
Level of theory: wB97M-V/def2-TZVPD

```
! RIJCOSX wB97M-V def2-TZVPD def2/J DEFGRID3
* xyz 0 1
C 1.57 1.02 0.96
C 1.68 -0.30 0.97
O 1.43 -1.06 -0.14
H 1.78 1.59 1.85
H 1.25 1.54 0.06
H 1.99 -0.85 1.86
H 1.43 -1.99 0.10
C -1.95 -0.30 -0.37
C -1.10 0.42 -1.37
O -0.71 1.55 -1.25
H -2.98 -0.34 -0.73
H -1.92 0.22 0.59
H -1.61 -1.34 -0.25
H -0.85 -0.16 -2.29
*
```

**E_HOMO**: -9.036 eV
**Maximum force**: 0.54 eV Å⁻¹


Record 4
Formula: C4H8O2
Source: the Open Molecules 2025 dataset
Level of theory: wB97M-V/def2-TZVPD

```
! RIJCOSX wB97M-V def2-TZVPD def2/J DEFGRID3
* xyz 0 1
C 2.21 -0.04 -0.10
O 1.24 -0.07 -1.13
C -0.05 0.11 -0.71
C -1.91 -0.88 0.47
C -0.49 1.21 0.03
O -1.60 1.13 0.63
H 3.16 -0.31 -0.55
H 2.30 0.96 0.34
H 1.95 -0.75 0.69
H -0.76 -0.25 -1.45
H -1.75 -1.69 -0.24
H -1.43 -1.02 1.43
H -2.94 -0.56 0.52
H 0.07 2.15 0.08
*
```

**E_HOMO (alpha / beta)**: -7.582 / -7.580 eV
**Maximum force**: 0.33 eV Å⁻¹


Record 5
Formula: C4H8O2
Source: the Open Molecules 2025 dataset
Level of theory: wB97M-V/def2-TZVPD

```
! RIJCOSX wB97M-V def2-TZVPD def2/J DEFGRID3
* xyz 0 1
C -1.31 1.14 -0.64
C -0.49 0.91 0.38
O 0.02 1.87 1.21
C 0.03 -0.44 0.78
C 1.51 -0.57 0.45
O 2.00 -1.54 -0.07
H -1.66 0.33 -1.27
H -1.65 2.14 -0.89
H -0.25 2.74 0.89
H -0.09 -0.56 1.86
H -0.51 -1.24 0.27
H 2.13 0.30 0.73
H -0.13 -2.61 -2.10
H 0.41 -2.46 -1.61
*
```

**E_HOMO**: -9.222 eV
**Maximum force**: 0.51 eV Å⁻¹


Record 6
Formula: C4H8O2
Source: the Open Molecules 2025 dataset
Level of theory: wB97M-V/def2-TZVPD

```
! RIJCOSX wB97M-V def2-TZVPD def2/J DEFGRID3
* xyz 0 1
C -1.32 -0.22 1.41
C -1.08 -1.33 0.70
O -1.10 -1.46 -0.64
H -1.26 -0.25 2.49
H -1.61 0.72 0.94
H -0.83 -2.27 1.18
H -1.15 -0.58 -1.05
C 1.63 0.30 -0.67
C 0.60 1.36 -0.90
O -0.50 1.18 -1.37
H 2.60 0.63 -1.04
H 1.33 -0.64 -1.13
H 1.72 0.15 0.42
H 0.89 2.39 -0.60
*
```

**E_HOMO**: -8.868 eV
**Maximum force**: 0.55 eV Å⁻¹